This record from OMol25 describes C32H45BrClCrF4N5O2S as an isolated structure. The level of theory is the ωB97M-V functional and the def2-TZVPD basis.

Properties
expectation value of S² = 3.781
total charge = +1
LUMO (alpha / beta) = -3.3 / -2.4 eV
multiplicity = 4
HOMO level (alpha / beta) = -10.301 / -10.521 eV

Positions of all 92 atoms, in Å:
1 Cr -1.196 -1.679 0.339
2 C 0.746 -3.953 3.668
3 C 0.327 -3.515 2.267
4 N 0.239 -2.043 2.046
5 C 1.609 -1.469 2.024
6 C 2.525 -2.053 0.952
7 C -0.513 -1.372 3.142
8 C -1.089 -0.044 2.665
9 N -1.903 -0.335 1.505
10 C -3.191 0.039 1.339
11 C -3.819 -0.406 0.163
12 F -3.017 -1.143 -0.700
13 C -5.121 -0.146 -0.177
14 F -5.611 -0.639 -1.317
15 C -5.919 0.611 0.658
16 C -5.337 1.088 1.818
17 F -6.072 1.822 2.653
18 C -4.029 0.811 2.168
19 F -3.582 1.301 3.344
20 H 0.901 -5.030 3.658
21 H -0.021 -3.737 4.413
22 H 1.677 -3.487 3.991
23 H -0.637 -3.950 2.036
24 H 1.026 -3.909 1.535
25 H 2.068 -1.617 3.004
26 H 1.502 -0.392 1.887
27 H 2.984 -2.982 1.283
28 H 3.336 -1.352 0.750
29 H 1.985 -2.248 0.025
30 H 0.121 -1.220 4.021
31 H -1.346 -2.016 3.426
32 H -0.279 0.635 2.366
33 H -1.625 0.429 3.481
34 H -6.942 0.849 0.408
35 O -2.667 -2.930 1.236
36 S -3.165 -3.944 2.233
37 C -4.387 -3.056 3.255
38 C -5.376 -4.129 3.709
39 C -5.403 -5.252 2.638
40 C -4.544 -4.823 1.453
41 H -4.840 -2.311 2.597
42 H -3.891 -2.549 4.081
43 H -6.361 -3.684 3.840
44 H -5.073 -4.542 4.669
45 H -6.418 -5.456 2.305
46 H -5.004 -6.171 3.066
47 H -5.031 -4.111 0.785
48 H -4.181 -5.666 0.870
49 Br -0.442 -3.465 -1.078
50 C 4.593 1.266 -4.822
51 C 4.766 1.917 -3.437
52 C 5.377 3.312 -3.637
53 C 5.750 1.063 -2.628
54 C 3.374 2.053 -2.725
55 O 2.445 2.683 -3.582
56 C 3.493 2.795 -1.355
57 C 2.939 4.241 -1.305
58 C 1.439 4.401 -1.347
59 C 0.637 3.968 -0.296
60 C -0.746 4.070 -0.364
61 C -1.327 4.609 -1.501
62 Cl -3.052 4.708 -1.634
63 C -0.548 5.088 -2.535
64 C 0.825 4.984 -2.447
65 C 2.820 0.616 -2.531
66 N 1.454 0.423 -2.074
67 C 1.080 0.048 -0.855
68 N -0.191 -0.323 -0.865
69 C -0.574 -0.088 -2.162
70 N 0.401 0.354 -2.908
71 H 5.457 1.497 -5.445
72 H 3.701 1.633 -5.326
73 H 4.528 0.180 -4.749
74 H 6.353 3.208 -4.111
75 H 5.527 3.835 -2.692
76 H 4.767 3.937 -4.294
77 H 6.711 1.055 -3.142
78 H 5.415 0.029 -2.545
79 H 5.917 1.456 -1.624
80 H 2.828 3.497 -3.925
81 H 4.541 2.853 -1.068
82 H 2.985 2.202 -0.590
83 H 3.369 4.820 -2.124
84 H 3.303 4.673 -0.370
85 H 1.099 3.569 0.602
86 H -1.367 3.747 0.459
87 H -1.016 5.539 -3.399
88 H 1.426 5.374 -3.259
89 H 3.456 0.085 -1.827
90 H 2.858 0.128 -3.502
91 H 1.733 0.014 -0.006
92 H -1.559 -0.274 -2.553

=====

This record from OMol25 describes C38H32Cl4O26 as an isolated structure. The level of theory is the ωB97M-V functional and the def2-TZVPD basis.

Properties
LUMO = -2.8 eV
HOMO level = -8.401 eV

Positions of all 100 atoms, in Å:
1 C 2.422 0.567 0.433
2 C 3.456 1.436 0.298
3 C 4.502 1.650 1.387
4 O 5.461 2.394 1.265
5 C 4.283 0.799 2.548
6 C 3.205 0.019 2.731
7 C 2.154 -0.206 1.717
8 O 1.164 -0.912 1.778
9 O 3.054 -0.720 3.897
10 O 3.568 2.239 -0.778
11 H 1.692 0.603 -0.362
12 H 4.913 1.058 3.385
13 H 2.277 -1.283 3.938
14 H 4.353 2.791 -0.733
15 C -5.804 -3.519 -1.491
16 C -6.683 -2.481 -1.676
17 C -6.295 -1.076 -1.742
18 O -7.079 -0.105 -1.996
19 C -4.839 -0.939 -1.745
20 C -3.951 -1.952 -1.531
21 C -4.388 -3.386 -1.362
22 O -3.658 -4.367 -1.178
23 O -2.648 -1.774 -1.363
24 O -8.002 -2.757 -1.763
25 H -6.197 -4.501 -1.272
26 H -4.420 0.025 -1.992
27 H -2.245 -2.569 -1.007
28 H -8.478 -1.963 -2.017
29 C 3.430 -2.511 1.139
30 C 3.115 -3.091 2.314
31 C 1.864 -3.871 2.398
32 O 1.457 -4.425 3.445
33 C 1.055 -4.002 1.129
34 C 1.433 -3.430 -0.011
35 C 2.629 -2.587 -0.118
36 O 3.057 -2.019 -1.130
37 O 0.613 -3.442 -1.135
38 O 3.880 -3.008 3.443
39 H 4.291 -1.863 1.062
40 H 0.126 -4.552 1.126
41 H 1.059 -3.137 -1.929
42 H 3.462 -3.322 4.248
43 C -1.543 -0.612 2.401
44 C -1.564 0.551 3.011
45 C -0.578 0.916 4.056
46 O -0.563 1.981 4.709
47 C 0.370 -0.179 4.345
48 C 0.455 -1.379 3.690
49 C -0.520 -1.608 2.540
50 O -0.479 -2.504 1.748
51 O 1.341 -2.365 3.996
52 O -2.499 1.540 2.717
53 H -2.323 -0.762 1.669
54 H 1.042 -0.133 5.189
55 H 1.161 -3.144 3.466
56 H -2.466 2.294 3.311
57 C 2.297 4.276 0.191
58 C 1.897 3.438 1.157
59 C 0.689 2.491 1.058
60 O 0.405 1.597 1.841
61 C -0.061 2.769 -0.195
62 C 0.287 3.682 -1.154
63 C 1.584 4.411 -1.078
64 O 2.140 5.008 -2.004
65 O -0.452 3.743 -2.266
66 O 2.489 3.448 2.374
67 H 3.055 4.991 0.477
68 H -1.030 2.299 -0.270
69 H -0.177 4.428 -2.881
70 H 1.977 3.005 3.055
71 C 2.155 2.572 -2.834
72 C 1.313 1.536 -2.456
73 C 0.409 0.843 -3.432
74 O -0.183 -0.249 -3.275
75 C 0.334 1.588 -4.694
76 C 1.010 2.717 -5.019
77 C 2.052 3.286 -4.115
78 O 2.781 4.202 -4.369
79 O 0.646 3.456 -6.094
80 O 1.249 0.917 -1.252
81 H 2.792 3.006 -2.078
82 H -0.428 1.330 -5.415
83 H 1.120 4.286 -6.188
84 H 0.715 0.135 -1.408
85 O -1.245 -2.696 -2.729
86 H -1.247 -2.320 -3.609
87 H -0.466 -2.327 -2.312
88 O -2.108 -3.309 -0.306
89 H -1.492 -3.632 0.352
90 H -2.282 -4.066 -0.865
91 C -0.489 -0.904 -0.131
92 Cl -1.439 0.619 -0.293
93 Cl 0.544 -1.260 -1.622
94 H 0.147 -0.675 0.724
95 H -1.195 -1.724 -0.002
96 C -2.869 2.887 0.321
97 Cl -4.632 2.971 0.645
98 Cl -2.434 3.730 -1.213
99 H -2.269 3.230 1.164
100 H -2.709 1.857 0.004

=====

This record from OMol25 describes C12H27Cl2CoO2P2 as an isolated structure. The level of theory is the ωB97M-V functional and the def2-TZVPD basis.

Properties
expectation value of S² = 6.053
total charge = +2
LUMO (alpha / beta) = -7.7 / -11.1 eV
multiplicity = 5
HOMO level (alpha / beta) = -16.592 / -16.629 eV

Positions of all 46 atoms, in Å:
1 C 0.810 -4.047 -0.711
2 C 0.217 -2.665 -0.735
3 H 0.119 -4.836 -0.966
4 H 1.124 -4.186 0.321
5 H 1.651 -4.066 -1.395
6 O -0.934 -2.395 -0.993
7 Cl 1.592 -1.691 -0.428
8 Co -0.522 2.077 0.679
9 P 0.096 0.863 -1.926
10 C -1.375 1.443 -2.832
11 C 1.364 2.045 -2.501
12 H 1.496 -0.920 -2.922
13 H 0.527 -0.105 -4.170
14 H -0.224 -1.285 -3.069
15 C 0.514 -0.474 -3.133
16 H 2.325 1.746 -2.064
17 H 1.446 2.047 -3.595
18 H -1.159 1.572 -3.907
19 H -1.729 2.387 -2.395
20 H 1.125 3.045 -2.126
21 H -2.160 0.680 -2.697
22 C -2.017 1.329 0.306
23 O -3.178 1.119 0.176
24 Cl 0.720 3.879 0.877
25 C 2.336 -0.588 3.118
26 C 0.999 -1.316 2.878
27 P -0.331 -0.228 2.188
28 C -1.849 -1.276 2.420
29 C -2.163 -1.869 3.792
30 C -0.604 1.056 3.449
31 C -0.489 0.712 4.936
32 H 2.788 -0.279 2.170
33 H 3.051 -1.249 3.626
34 H 2.204 0.302 3.741
35 H 1.180 -2.125 2.155
36 H 0.667 -1.807 3.803
37 H -2.683 -0.645 2.094
38 H -1.763 -2.074 1.668
39 H -2.588 -1.123 4.469
40 H -2.921 -2.651 3.684
41 H -1.303 -2.331 4.280
42 H 0.110 1.863 3.207
43 H -1.620 1.441 3.254
44 H 0.396 0.105 5.174
45 H -0.405 1.645 5.510
46 H -1.381 0.197 5.311